12
Properties=species:S:1:pos:R:3 method="wB97M-V/def2-TZVPD" homo_ev=-10.025 e_above_lowest_kj_mol=164.8 charge=0 orbital_gap_ev=11.024
O -0.86 1.17 -0.75
C -0.86 0.47 0.46
C -0.24 -0.79 -0.19
C -0.09 0.14 -1.41
N 1.00 -1.05 0.52
C 1.14 -0.06 1.30
O 0.16 0.88 1.37
H -1.81 0.52 0.99
H -0.86 -1.68 -0.33
H 0.95 0.46 -1.55
H -0.52 -0.17 -2.36
H 1.99 0.11 1.95

12
Properties=species:S:1:pos:R:3 method="wB97M-V/def2-TZVPD" homo_ev="-7.666 / -7.791" e_above_lowest_kj_mol=351.9 charge=0 orbital_gap_ev="8.096 / 8.459"
O -1.82 -0.17 1.72
C -0.98 -0.84 1.15
C 0.22 0.87 -1.30
C 0.22 1.08 0.18
N 0.18 -0.32 0.60
C 0.91 -1.00 -0.40
O 0.73 -0.32 -1.53
H -1.05 -1.94 1.05
H 0.14 1.55 -2.14
H 1.17 1.54 0.52
H -0.63 1.62 0.60
H 0.93 -2.07 -0.48

12
Properties=species:S:1:pos:R:3 method="wB97M-V/def2-TZVPD" homo_ev=-8.416 smiles="CC1=C(O)N1C=O" e_above_lowest_kj_mol=361.4 charge=0 orbital_gap_ev=8.913
C -1.77 -0.66 0.19
C -0.60 0.22 0.12
C 0.21 1.20 0.00
O 0.54 2.45 -0.30
N 0.91 0.10 0.61
C 1.64 -0.80 -0.22
O 1.13 -1.52 -1.05
H -1.56 -1.58 -0.37
H -2.00 -0.92 1.22
H -2.67 -0.20 -0.25
H 1.45 2.59 0.00
H 2.71 -0.88 0.04

12
Properties=species:S:1:pos:R:3 method="wB97M-V/def2-TZVPD" homo_ev="-8.859 / -8.232" e_above_lowest_kj_mol=554.4 charge=0 orbital_gap_ev="8.643 / 7.840"
N 0.46 1.44 1.07
C 0.26 0.55 0.03
C -1.25 0.11 -0.42
C -0.79 -1.18 -0.06
O 0.30 -1.59 -0.83
C 1.16 -0.58 -0.39
O 2.35 -0.68 -0.33
H 0.59 1.57 -0.40
H 1.22 1.09 1.66
H -1.98 0.57 0.23
H -1.40 0.33 -1.48
H -0.91 -1.64 0.91